Record 1
{"formula": "C5H8N2", "method": "wB97M-V/def2-TZVPD", "species": ["N", "C", "C", "H", "N", "C", "H", "H", "C", "H", "H", "H", "H", "H", "C"], "xyz": [[-2.63245, -0.36449, -0.57035], [0.88193, -0.01183, 0.15221], [-0.92277, 1.34218, 0.51199], [2.60698, -0.25564, -1.08150], [0.56227, 1.22910, 0.58586], [-0.25105, -0.68662, -0.17865], [-0.27372, -1.74429, -0.33174], [3.00660, -0.27150, 0.65324], [2.25770, -0.56125, -0.08735], [-1.27290, 2.35951, 0.49273], [1.39773, 1.83815, 0.73112], [2.19560, -1.65596, -0.09178], [-2.68494, -1.38504, -0.53863], [-3.47690, 0.02623, -0.17963], [-1.39408, 0.14145, -0.06752]], "nbo_charge": [-0.808, 0.180, -0.182, 0.222, -0.539, -0.370, 0.204, 0.212, -0.643, 0.208, 0.418, 0.229, 0.374, 0.374, 0.121], "lumo_ev": 1.10, "smiles": "Cc1cc(N)c[nH]1"}

---

Record 2
{"formula": "C5H8N2", "method": "wB97M-V/def2-TZVPD", "species": ["N", "H", "H", "C", "C", "C", "N", "C", "H", "H", "H", "C", "H", "H", "H"], "xyz": [[-1.13662, 0.11138, -0.44923], [1.44140, -1.90336, 0.31434], [-0.77241, 0.74454, 1.77947], [-0.68325, -0.29941, 1.39681], [1.24344, 0.88712, 0.02763], [-1.95478, 1.16537, -0.27344], [-2.73774, 2.00924, -0.12344], [0.61925, -1.55007, -0.31351], [2.04196, 0.69305, 0.75295], [-1.52793, -0.63504, -1.00942], [0.95247, -1.52738, -1.35648], [0.18662, -0.18567, 0.19766], [0.84616, 1.88807, 0.22138], [-0.20370, -2.26201, -0.19015], [1.68513, 0.86418, -0.97458]], "nbo_charge": [-0.590, 0.235, 0.116, -0.134, -0.631, 0.409, -0.335, -0.621, 0.228, 0.435, 0.209, 0.006, 0.227, 0.227, 0.219], "lumo_ev": 0.34}

---

Record 3
{"formula": "C5H8N2", "method": "wB97M-V/def2-TZVPD", "species": ["H", "N", "H", "H", "C", "C", "H", "H", "H", "C", "H", "C", "H", "C", "N"], "xyz": [[-0.46696, 2.90335, 0.21601], [0.62943, -1.93082, -1.37085], [1.67752, 0.69091, -0.74676], [0.96144, -1.49302, -2.21651], [0.56939, -1.17089, -0.24075], [1.19968, 0.04053, 1.33763], [-1.41569, 1.93253, -0.93927], [-1.46644, 1.54894, 0.79967], [0.85832, -2.90939, -1.28543], [-1.40226, 2.35775, 0.06749], [-2.24751, 3.03952, 0.19135], [1.07121, 0.13335, -0.04711], [-0.37375, -2.61485, 1.25012], [0.09480, -1.65603, 1.04490], [0.28908, -0.72056, 1.96095]], "nbo_charge": [0.212, -0.764, 0.234, 0.393, 0.188, 0.308, 0.209, 0.219, 0.394, -0.852, 0.210, -0.474, 0.201, -0.044, -0.436], "lumo_ev": [-0.47, -0.73]}

---

Record 4
{"formula": "C5H8N2", "method": "wB97M-V/def2-TZVPD", "species": ["C", "H", "N", "H", "H", "H", "C", "H", "C", "H", "H", "C", "C", "N", "H"], "xyz": [[0.88633, 0.64400, -1.41515], [1.41648, 1.34971, -1.99894], [-0.28986, -0.78176, -0.04720], [1.11884, 1.72824, 1.56261], [0.80373, -0.88595, -3.01891], [-0.53838, 1.30245, 1.90116], [0.59967, -0.58312, -2.02208], [-0.53457, -2.32761, -1.46076], [0.20795, 1.53108, 1.08410], [-1.65686, -2.03389, 0.92213], [-0.41201, -1.79998, 1.82018], [-0.07367, -1.37829, -1.15089], [0.21606, 0.66393, -0.13618], [-0.91188, -1.29935, 1.13781], [-0.01484, 2.55197, 0.66328]], "nbo_charge": [-0.282, 0.224, -0.178, 0.217, 0.215, 0.242, -0.325, 0.204, -0.665, 0.356, 0.361, -0.047, 0.107, -0.654, 0.226], "lumo_ev": 0.97, "smiles": "Cc1cccn1N"}

---

Energy relative to the best compared isomer or geometry (same formula, charge and spin) values, unit kcal/mol, following the record order: 23.4 104.6 97.7 61.7.
Max |F| values, unit Eh/bohr, following the record order: 0.0407 0.0217 0.0043 0.1324.